Entry 1:
13
Properties=species:S:1:pos:R:3:forces:R:3 method="wB97M-V/def2-TZVPD" e_above_lowest_ev=8.813 largest_force_ha_per_bohr=0.1384 spin_multiplicity=1 homo_ev=-8.9 energy_ev=-20536.84584
C 0.78225 -0.66285 -0.36430 0.12 0.05 -1.06
C -0.68021 1.12752 0.39027 -2.30 1.83 1.25
C -1.98243 -0.16973 -0.91773 0.68 -0.57 0.76
H 1.89529 -0.05138 2.09317 -2.40 4.60 -2.87
H 0.19872 -1.11978 -1.16419 -1.65 0.70 1.15
H 2.56521 -0.57956 0.03993 0.84 0.60 -0.29
H -0.60914 1.88491 1.29758 -0.01 -0.66 -2.66
H -1.99767 -1.24075 0.17274 -0.10 3.47 -3.02
N 0.29128 0.11631 0.80339 -1.23 0.74 -3.16
N 1.96199 -0.86293 -0.72907 1.20 -0.24 1.78
N -1.68082 1.23896 -0.54607 3.23 -4.60 4.36
O 1.34017 0.90155 1.39994 2.20 -5.74 3.00
S -2.08466 -0.58229 -2.47567 -0.57 -0.19 0.76



Entry 2:
13
Properties=species:S:1:pos:R:3:forces:R:3 method="wB97M-V/def2-TZVPD" e_above_lowest_ev=2.320 largest_force_ha_per_bohr=0.1080 smiles="N/N=C/C(=O)NC=S" spin_multiplicity=1 homo_ev=-8.9 energy_ev=-20543.33952
N 1.35589 -2.30336 1.11990 -2.49 -0.35 -0.61
N 0.99650 -1.18636 0.42117 -2.58 -0.49 0.72
C -0.30998 -1.01724 0.22485 2.75 -4.14 2.48
C -0.91726 0.16089 -0.20751 -3.07 3.54 -1.24
O -2.13372 0.39734 -0.12639 1.32 -1.19 0.31
N -0.13771 1.17256 -0.71669 1.70 1.82 -1.30
C -0.56076 2.47605 -1.08171 1.37 -0.52 0.92
S 0.54100 3.55335 -1.71995 -1.47 -1.13 0.52
H 2.26773 -2.21942 1.51604 0.20 -0.31 0.22
H 0.59403 -2.99597 1.52322 2.19 2.16 -0.97
H -0.98936 -1.80072 0.68377 0.49 1.04 -0.75
H 0.87149 1.03111 -0.91656 -1.04 -0.12 0.33
H -1.57786 2.73178 -0.72015 0.63 -0.31 -0.64



Entry 3:
13
Properties=species:S:1:pos:R:3:forces:R:3 method="wB97M-V/def2-TZVPD" e_above_lowest_ev=1.961 largest_force_ha_per_bohr=0.0181 smiles=Nn1cc(S)c(O)n1 spin_multiplicity=1 homo_ev=-8.1 energy_ev=-20543.69806
N -2.38836 -0.78879 -0.00743 -0.43 0.57 -0.21
N -1.06113 -0.37834 -0.00761 -0.05 -0.44 -0.07
C -0.00019 -1.21712 -0.00581 -0.36 -0.71 0.10
C 1.12585 -0.43034 -0.00035 0.15 0.11 -0.08
S 2.81879 -0.93615 -0.00704 -0.47 -0.54 0.01
C 0.60759 0.88434 -0.00976 0.31 -0.23 0.08
O 1.37644 1.99463 -0.00613 -0.63 0.63 0.03
N -0.70659 0.91680 -0.00685 0.05 0.16 -0.05
H -2.85994 -0.37633 -0.83387 0.42 -0.32 0.76
H -2.82630 -0.40887 0.83884 0.09 -0.17 -0.46
H -0.15387 -2.30723 0.01917 0.16 0.86 -0.07
H 3.30309 0.28726 -0.00465 0.22 0.61 0.01
H 0.76463 2.76015 0.03147 0.53 -0.51 -0.05



Entry 4:
13
Properties=species:S:1:pos:R:3:forces:R:3 method="wB97M-V/def2-TZVPD" e_above_lowest_ev=1.515 largest_force_ha_per_bohr=0.1104 smiles="[H]/N=C(/NC=O)NC=S" spin_multiplicity=1 homo_ev=-9.4 energy_ev=-20544.14385
H 2.07481 -1.54974 -0.26524 -1.94 0.27 1.05
N 1.05119 -1.56436 0.05919 2.39 0.12 -1.31
C 0.45422 -0.45198 0.01658 -3.39 -0.95 0.75
N -0.95928 -0.39663 0.16891 1.91 -2.27 0.36
C -1.60147 -1.55118 0.58033 -2.80 0.32 0.61
O -2.83740 -1.63495 0.72707 3.35 0.10 -0.45
N 0.95476 0.80205 -0.12152 5.41 -0.79 -1.54
C 0.56552 2.02897 -0.38126 -2.19 3.14 -1.19
S -0.89268 2.84738 -0.44915 1.30 -1.29 0.43
H -1.40612 0.46750 0.07130 -1.05 1.48 -0.15
H -0.82642 -2.30756 0.80514 -0.82 -0.21 -0.09
H 1.96770 0.75851 -0.47948 -1.92 -0.48 1.26
H 1.45518 2.55198 -0.73186 -0.26 0.55 0.25



Entry 5:
12
Properties=species:S:1:pos:R:3:forces:R:3 method="wB97M-V/def2-TZVPD" e_above_lowest_ev=2.174 largest_force_ha_per_bohr=0.0821 smiles="[H]/N=C(/NC#N)SC" spin_multiplicity=1 homo_ev=-9.9 energy_ev=-18495.72431
H 0.30835 1.57832 -1.19013 -0.24 -0.22 0.78
N -0.51329 1.16980 -0.72254 0.50 0.63 -0.91
C -0.42043 -0.04234 -0.46692 -1.54 -1.88 0.51
N -1.70859 -0.78208 -0.20494 3.69 1.61 -1.27
C -2.71685 -0.00582 0.06093 -1.73 0.53 -0.83
N -3.73316 0.50625 0.10536 -1.32 1.13 0.60
S 0.92364 -1.19001 -0.32818 0.94 0.73 -0.83
C 2.23133 -0.04673 0.35359 0.00 -1.73 2.46
H -1.68540 -1.50032 0.44059 0.72 -2.05 1.37
H 2.94428 -0.78423 0.92792 -1.12 1.48 -1.43
H 1.57990 0.31931 1.15795 0.81 0.70 -0.02
H 2.79023 0.77786 -0.13363 -0.71 -0.94 -0.43



Entry 6:
12
Properties=species:S:1:pos:R:3:forces:R:3 method="wB97M-V/def2-TZVPD" e_above_lowest_ev=2.296 largest_force_ha_per_bohr=0.1298 smiles=Cc1snnc1N spin_multiplicity=1 homo_ev=-8.0 energy_ev=-18495.60152
C -0.90685 -1.45930 0.14021 -0.35 2.86 -0.02
C 0.39106 -0.68194 0.11136 -0.96 3.50 0.07
S 1.97019 -1.20166 0.25321 -0.64 0.63 0.29
N 2.60153 0.32401 0.26011 0.76 -0.41 0.03
N 1.70771 1.22997 0.10257 1.27 1.65 -0.01
C 0.45981 0.87839 -0.03696 1.78 -6.39 0.79
N -0.48973 1.70659 -0.44339 -3.29 0.04 -0.42
H -0.89995 -2.19521 -0.61221 -0.40 -0.95 -0.90
H -1.31787 -1.83485 1.06944 0.71 -0.31 0.45
H -1.64727 -0.63701 -0.08635 0.23 -1.25 -0.29
H -1.37800 1.14908 -0.49355 0.88 1.90 -0.03
H -0.49063 2.72194 -0.26442 0.00 -1.26 0.03



Entry 7:
12
Properties=species:S:1:pos:R:3:forces:R:3 method="wB97M-V/def2-TZVPD" e_above_lowest_ev=1.604 largest_force_ha_per_bohr=0.0466 smiles=Nn1cnc(S)c1 spin_multiplicity=1 homo_ev=-8.1 energy_ev=-18496.29432
N -2.05389 -0.69803 0.09728 -0.44 -0.87 2.04
N -0.79030 -0.21507 0.01193 1.35 1.87 -0.63
C -0.40722 1.10978 0.01151 -0.26 0.03 -0.17
N 0.90349 1.23588 0.03185 -0.42 -1.06 0.20
C 1.38702 -0.07828 0.04138 -0.05 0.43 -0.82
S 3.16209 -0.36470 0.06549 -1.02 0.14 0.00
C 0.34249 -0.96965 -0.09175 0.89 -0.08 0.99
H -2.55718 -0.47781 -0.70587 -1.22 0.47 -1.38
H -2.49164 -0.35866 0.96224 0.07 -0.27 -0.74
H -1.15605 1.92715 -0.11936 0.82 -0.84 0.43
H 3.38280 0.93683 -0.15580 0.16 -0.02 -0.02
H 0.27840 -2.04743 -0.14891 0.11 0.21 0.10



Entry 8:
13
Properties=species:S:1:pos:R:3:forces:R:3 method="wB97M-V/def2-TZVPD" e_above_lowest_ev=1.943 largest_force_ha_per_bohr=0.1163 smiles="[H]/N=C1/N/C(=N/[H])SCS1" spin_multiplicity=1 homo_ev=-9.2 energy_ev=-29330.76251
H -0.14441 -2.35546 -2.47384 -0.56 0.85 -0.18
N 0.33778 -2.03958 -1.64773 -0.80 3.93 4.44
C -0.11375 -1.00702 -0.87374 -1.86 -2.58 -3.36
N 0.30874 -0.83865 0.44152 0.90 -2.16 -1.63
C 0.83915 0.39839 0.91768 1.66 -0.79 -1.16
N 1.99043 0.20912 1.36642 2.61 1.28 1.24
H 2.67881 0.98080 1.61357 -1.97 -0.84 -0.20
S 0.15137 1.95452 0.50000 0.57 0.37 -0.07
C -1.44832 1.40136 0.12185 -2.79 -3.35 0.41
S -1.65436 0.06475 -1.23605 2.10 0.04 -0.10
H 1.06041 -1.61745 0.44519 -1.10 1.80 1.03
H -1.78263 0.67966 0.97371 0.18 2.10 -0.99
H -2.22321 2.16956 -0.14858 1.06 -0.64 0.57



Record-wise LUMO level values, in hartree: -0.0403; -0.0266; 0.0295; -0.0221; 0.0140; 0.0233; 0.0291; 0.0139
Record-wise orbital gap values, in eV: 7.8; 8.1; 8.9; 8.8; 10.3; 8.6; 8.9; 9.6